(1)
Computed, not measured: a molecular structure, C27H20FeIN5O4S2, with ωB97M-V/def2-TZVPD.

As for the gap between HOMO and LUMO (spin up / spin down): 7.6 / 7.3 eV. Its multiplicity is 2. As for the charge: +1. The relative energy (zero: lowest compared OMol25 entry of this formula, charge and spin) comes out at 0.215 eV.

Structure (XYZ):
```
60
Properties=species:S:1:pos:R:3:forces:R:3
Fe 0.448 -0.384 -0.058 0.01 0.28 -0.41
O 0.862 1.071 -3.765 0.00 -0.02 0.15
C 0.915 0.709 -2.615 0.00 0.06 -0.26
N 0.139 -0.208 -1.961 0.22 -0.11 0.47
C -0.812 -0.979 -2.575 -0.03 0.06 -0.26
O -1.160 -0.962 -3.732 0.02 -0.04 0.16
C -1.370 -1.974 -1.598 -0.17 -0.22 0.06
C -2.345 -2.884 -1.972 0.10 0.08 0.05
C -2.799 -3.786 -1.027 0.01 -0.01 0.06
C -2.265 -3.747 0.254 0.01 0.02 -0.05
C -1.297 -2.803 0.547 -0.07 -0.06 0.11
N -0.860 -1.940 -0.363 0.01 0.16 -0.24
C 2.009 1.209 -1.702 0.16 0.11 0.09
C 2.971 2.095 -2.154 -0.13 -0.10 0.03
C 3.977 2.480 -1.286 0.03 -0.01 0.07
C 3.994 1.960 0.002 0.00 0.02 -0.03
C 2.998 1.081 0.382 0.00 0.03 0.04
N 2.026 0.718 -0.454 0.26 0.08 -0.24
H -2.717 -2.854 -2.986 0.00 0.01 -0.02
H -3.562 -4.510 -1.279 -0.01 0.00 0.00
H -2.596 -4.430 1.023 0.00 0.00 0.00
H -0.876 -2.720 1.541 0.00 0.00 0.00
H 2.899 2.452 -3.171 0.00 0.00 -0.01
H 4.744 3.172 -1.606 0.01 0.01 0.00
H 4.763 2.233 0.710 0.01 0.00 0.00
H 2.964 0.663 1.379 0.00 -0.02 0.01
C -0.399 1.325 3.112 0.01 0.03 0.01
C 0.395 0.070 3.049 0.09 -0.03 0.02
N 0.786 -0.574 1.971 -0.03 0.06 -0.03
C 1.546 -1.685 2.289 -0.05 0.00 0.22
C 1.712 -1.907 3.617 0.00 0.10 -0.13
S 0.931 -0.670 4.496 -0.03 -0.04 -0.08
C 2.079 -2.420 1.156 0.11 -0.12 0.07
C 2.901 -3.499 1.138 -0.09 0.07 -0.03
S 3.249 -3.917 -0.475 -0.01 0.07 0.06
C 2.291 -2.628 -1.055 0.02 -0.07 0.05
N 1.732 -1.933 -0.087 0.22 -0.26 -0.21
C 2.192 -2.427 -2.529 -0.02 0.04 -0.05
H -0.033 2.038 2.375 -0.01 0.00 0.00
H -0.326 1.766 4.105 -0.01 0.00 0.00
H -1.446 1.113 2.897 0.00 0.01 0.01
H 2.258 -2.699 4.098 0.01 -0.01 0.02
H 3.307 -4.041 1.975 0.01 -0.02 0.01
H 2.838 -3.143 -3.034 -0.01 0.02 -0.02
H 2.510 -1.425 -2.813 -0.03 0.01 0.01
H 1.175 -2.579 -2.889 -0.01 0.02 0.01
I -5.639 6.061 0.468 0.01 -0.01 0.00
C -4.268 4.495 0.411 0.04 -0.06 0.01
C -2.964 4.738 -0.003 -0.04 0.08 0.00
C -2.055 3.696 -0.040 0.00 -0.06 0.02
C -2.446 2.415 0.337 -0.04 0.03 -0.02
C -3.755 2.179 0.745 0.08 -0.01 -0.01
C -4.668 3.217 0.784 -0.07 0.07 0.00
C -1.476 1.297 0.308 -0.02 -0.20 0.07
O -0.266 1.525 -0.035 -0.02 -0.26 0.05
O -1.776 0.134 0.637 -0.51 0.25 0.19
H -2.664 5.734 -0.297 0.00 0.00 0.00
H -1.038 3.867 -0.366 0.01 0.01 -0.01
H -4.048 1.176 1.025 0.00 -0.01 0.00
H -5.686 3.038 1.099 0.00 -0.01 0.00
```
Positions in Å, forces in eV/Å.

---

(2)
Computed, not measured: a molecular structure, C27H20N2Pt, with ωB97M-V/def2-TZVPD.

As for the gap between HOMO and LUMO: 6.9 eV. As for the charge: +2. The relative energy (zero: lowest compared OMol25 entry of this formula, charge and spin) comes out at 0.000 eV.

Structure (XYZ):
```
50
Properties=species:S:1:pos:R:3:forces:R:3
Pt 0.664 -0.281 -0.650 -0.41 0.00 -1.06
N 1.983 1.023 -1.560 0.42 -0.30 0.25
C 1.117 2.184 -1.705 -0.01 0.03 -0.06
C 0.712 2.603 -2.962 -0.03 0.10 0.06
C -0.113 3.715 -3.051 0.02 -0.03 -0.04
C -0.510 4.380 -1.898 -0.01 0.04 0.02
C -0.108 3.937 -0.646 -0.01 -0.03 -0.01
C 0.708 2.818 -0.527 0.01 -0.17 -0.21
C 1.102 2.234 0.774 -0.10 0.01 0.07
C 1.443 3.020 1.875 -0.01 0.02 -0.06
C 1.735 2.445 3.101 0.00 -0.07 0.02
C 1.671 1.069 3.263 -0.05 0.05 0.01
C 1.338 0.249 2.187 -0.06 0.04 0.00
C 1.076 0.859 0.980 0.10 -0.41 0.17
H 2.285 0.671 -2.468 0.01 0.05 0.01
H 2.821 1.232 -1.015 -0.05 0.10 0.00
H 1.051 2.095 -3.857 0.02 -0.01 0.00
H -0.432 4.068 -4.022 -0.01 0.00 0.00
H -1.148 5.249 -1.974 0.01 0.01 -0.01
H -0.447 4.449 0.245 -0.01 -0.01 0.01
H 1.493 4.095 1.751 -0.03 0.00 0.00
H 2.008 3.077 3.934 0.00 -0.01 0.01
H 1.873 0.619 4.225 0.01 0.00 0.00
H 1.264 -0.821 2.319 0.08 -0.01 -0.01
C 3.589 -3.047 0.689 0.04 -0.03 -0.12
C 2.789 -4.009 1.279 0.00 -0.03 0.02
C 1.404 -3.942 1.173 -0.03 -0.06 -0.13
C 0.815 -2.907 0.462 0.00 0.10 0.00
C 1.646 -1.938 -0.115 0.22 0.36 0.68
C 3.018 -1.977 -0.003 -0.08 -0.08 -0.25
C -0.624 -2.683 0.303 0.12 0.01 -0.12
C -1.641 -3.580 0.633 -0.05 0.08 0.02
C -2.943 -3.196 0.436 0.07 -0.02 0.03
C -3.252 -1.937 -0.117 -0.02 -0.03 -0.05
C -4.583 -1.513 -0.337 -0.01 0.06 -0.03
C -4.833 -0.294 -0.902 0.00 -0.08 0.04
C -3.761 0.537 -1.283 0.07 0.04 -0.03
C -2.459 0.159 -1.082 -0.05 0.03 0.05
C -2.187 -1.083 -0.481 -0.05 -0.05 0.00
N -0.898 -1.495 -0.248 -0.09 0.24 0.60
H 4.666 -3.107 0.773 0.00 0.00 0.00
H 3.241 -4.823 1.829 0.01 0.02 0.02
H 0.791 -4.687 1.662 -0.01 -0.03 -0.05
H 3.653 -1.231 -0.462 0.01 0.07 0.12
H -1.397 -4.550 1.038 0.00 0.00 0.02
H -3.753 -3.864 0.703 0.00 -0.01 -0.01
H -5.392 -2.174 -0.056 -0.01 0.01 0.01
H -5.849 0.037 -1.063 -0.01 -0.01 -0.02
H -3.969 1.488 -1.753 -0.01 0.01 0.02
H -1.658 0.827 -1.394 0.01 -0.02 0.03
```
Positions in Å, forces in eV/Å.

---

(3)
Computed, not measured: a molecular structure, C27H20N3O4OsSSe, with ωB97M-V/def2-TZVPD.

As for the gap between HOMO and LUMO (spin up / spin down): 4.6 / 5.7 eV. Its multiplicity is 5. As for the charge: -1. The relative energy (zero: lowest compared OMol25 entry of this formula, charge and spin) comes out at 2.654 eV.

Structure (XYZ):
```
57
Properties=species:S:1:pos:R:3:forces:R:3
Os 0.727 -0.864 1.224 -0.05 -0.01 -0.40
O -4.432 0.192 2.086 0.04 0.05 0.00
C -4.216 1.523 1.927 -0.06 -0.07 0.02
C -5.318 2.347 2.151 0.01 0.01 0.00
C -5.207 3.720 2.058 0.02 0.00 0.00
C -3.983 4.296 1.736 -0.01 0.00 0.01
C -2.892 3.480 1.507 0.02 0.01 -0.02
C -2.976 2.089 1.591 0.06 0.00 -0.01
C -1.759 1.279 1.337 -0.11 0.01 0.01
O -2.104 0.044 0.844 -0.01 -0.04 -0.03
N -0.617 1.795 1.522 0.02 -0.01 0.06
N 0.541 1.129 1.293 -0.02 0.06 0.00
C 1.633 1.937 1.497 0.08 -0.07 -0.02
C 2.967 1.537 1.324 -0.09 0.04 0.04
C 4.016 2.379 1.772 0.06 0.02 0.01
C 5.343 2.026 1.656 -0.03 -0.02 -0.01
C 5.685 0.798 1.087 0.03 0.01 0.01
C 4.682 -0.046 0.623 0.03 0.02 -0.04
C 3.339 0.302 0.705 -0.01 0.00 -0.28
O 2.428 -0.505 0.138 0.08 -0.05 0.61
H -3.625 -0.290 1.839 -0.02 -0.03 -0.02
H -6.255 1.871 2.411 0.00 0.00 0.00
H -6.075 4.342 2.240 0.00 0.00 0.00
H -3.881 5.371 1.661 0.00 0.00 0.00
H -1.927 3.901 1.256 0.00 0.01 0.00
H 1.411 2.928 1.872 0.00 0.00 0.01
H 3.746 3.323 2.232 -0.01 0.00 0.00
H 6.114 2.695 2.018 0.00 0.00 0.00
H 6.724 0.502 1.005 0.00 0.00 0.00
H 4.919 -0.998 0.163 0.00 0.00 -0.01
O 1.008 -2.969 0.613 0.03 0.04 0.02
S 0.713 -3.359 -0.824 -0.02 -0.09 0.03
C 1.615 -2.251 -1.894 0.03 -0.01 -0.03
C 2.906 -2.653 -2.205 0.01 0.01 0.01
C 3.722 -1.811 -2.941 0.00 0.02 0.01
C 3.238 -0.581 -3.363 0.00 -0.01 0.00
C 1.940 -0.195 -3.062 -0.03 -0.01 0.00
C 1.117 -1.031 -2.324 0.02 0.01 -0.06
C -0.943 -2.896 -1.231 0.01 0.03 0.06
C -1.798 -2.029 -0.422 0.07 0.08 -0.12
C -3.033 -1.633 -1.100 -0.01 0.01 0.01
C -3.367 -2.069 -2.341 0.01 -0.03 0.00
C -2.534 -2.968 -3.048 0.00 0.01 0.01
C -1.337 -3.365 -2.467 -0.02 0.01 -0.01
H 3.277 -3.605 -1.844 -0.01 -0.01 0.00
H 4.737 -2.106 -3.170 0.00 0.00 -0.01
H 3.881 0.086 -3.923 0.00 0.00 0.00
H 1.571 0.771 -3.379 0.01 0.00 0.00
H 0.114 -0.719 -2.066 -0.02 -0.02 0.01
H -1.357 -2.955 1.400 0.04 0.01 -0.04
H -3.701 -0.983 -0.554 0.02 0.02 0.01
H -4.301 -1.744 -2.782 0.00 0.00 -0.01
H -2.819 -3.339 -4.023 0.00 0.00 0.00
H -0.669 -4.026 -3.011 0.00 0.00 -0.01
N -1.983 -2.236 1.047 -0.16 -0.09 0.11
C -1.234 -1.069 0.744 0.01 0.05 0.20
Se 0.230 -1.364 3.397 -0.02 0.00 -0.13
```
Positions in Å, forces in eV/Å.

---

(4)
Computed, not measured: a molecular structure, C27H20N5O3RuS4Se, with ωB97M-V/def2-TZVPD.

As for the gap between HOMO and LUMO (spin up / spin down): 5.6 / 5.1 eV. Its multiplicity is 5. As for the charge: +1. The relative energy (zero: lowest compared OMol25 entry of this formula, charge and spin) comes out at 0.000 eV.

Structure (XYZ):
```
61
Properties=species:S:1:pos:R:3:forces:R:3
Ru 0.166 0.065 -0.087 1.12 1.12 -0.39
O 4.804 5.037 0.347 0.33 0.38 0.03
C 4.003 4.186 0.151 -0.35 -0.36 -0.06
S 2.250 4.482 0.003 -0.12 0.00 -0.02
C 1.773 2.810 -0.151 0.33 -0.09 0.03
C 2.778 1.882 -0.154 -0.18 0.39 0.02
S 2.477 0.198 -0.263 -0.57 -0.06 0.07
S 4.419 2.459 -0.023 -0.04 -0.09 0.01
S 0.109 2.389 -0.262 0.26 -0.33 0.09
C -0.084 -6.295 4.659 0.07 -0.24 -0.33
O -0.382 -5.614 5.860 -0.13 0.20 0.39
C -1.289 -4.632 5.844 -0.18 0.34 0.05
C -1.488 -3.939 7.054 0.21 -0.25 -0.14
C -2.319 -2.852 7.108 -0.13 0.20 -0.31
C -2.958 -2.399 5.939 0.60 -1.21 -0.65
C -2.852 -3.160 4.760 -0.11 0.31 0.37
C -2.034 -4.260 4.715 0.20 -0.30 -0.09
N -3.702 -1.260 5.997 -0.51 0.87 1.01
N -4.032 -0.565 5.043 -0.70 0.03 0.04
C -3.457 -0.290 3.875 0.56 -0.05 -0.31
C -4.272 -0.010 2.756 0.01 -0.07 -0.26
C -3.746 0.141 1.505 -0.11 0.01 0.01
C -2.343 0.076 1.278 -0.18 -0.12 -0.06
O -1.849 0.087 0.116 -0.85 0.01 0.45
C -1.482 -0.013 2.449 0.11 -0.03 0.91
N -0.157 0.098 2.245 -0.25 -0.05 -0.23
C 0.675 0.062 3.265 0.01 0.08 -0.15
C 0.229 -0.057 4.580 -0.31 -0.04 0.03
C -1.123 -0.172 4.821 0.19 0.01 -0.09
C -2.022 -0.185 3.743 0.41 0.19 -0.51
H 0.777 -6.922 4.875 -0.07 0.02 0.00
H 0.170 -5.596 3.857 -0.02 -0.01 0.05
H -0.920 -6.925 4.345 0.01 0.04 0.00
H -0.959 -4.284 7.927 0.07 0.00 0.10
H -2.454 -2.299 8.024 -0.05 0.04 0.12
H -3.451 -2.896 3.900 0.06 0.01 -0.09
H -1.982 -4.835 3.805 0.04 -0.08 -0.08
H -5.341 -0.013 2.901 -0.11 0.06 0.04
H -4.381 0.285 0.644 -0.07 -0.01 -0.04
H 1.727 0.163 3.024 0.04 0.01 0.01
H 0.938 -0.042 5.392 0.06 0.02 0.09
H -1.487 -0.226 5.836 0.02 0.00 0.02
C 2.186 -2.603 -2.584 -0.22 0.09 -0.67
N 2.590 -2.744 -1.214 -0.26 -0.08 0.73
C 1.779 -2.711 -0.152 -0.36 -0.15 0.27
Se -0.065 -2.378 -0.170 -0.02 -0.60 -0.05
N 2.515 -2.811 0.973 -0.19 -0.04 -0.33
C 3.851 -2.819 0.638 0.59 -0.07 -0.64
C 5.008 -2.799 1.399 -0.08 0.00 -0.08
C 6.204 -2.717 0.712 -0.03 -0.01 0.10
C 6.249 -2.684 -0.682 0.02 0.00 -0.08
C 5.101 -2.723 -1.448 -0.18 0.00 0.06
C 3.896 -2.780 -0.766 0.69 -0.12 0.71
H 1.096 -2.601 -2.636 0.20 0.00 0.02
H 2.573 -3.432 -3.175 0.02 0.01 0.05
H 2.568 -1.661 -2.984 -0.02 -0.02 0.04
H 2.130 -2.791 1.905 -0.09 0.06 -0.20
H 4.980 -2.825 2.476 0.00 0.01 0.15
H 7.127 -2.666 1.266 0.10 -0.04 0.07
H 7.206 -2.615 -1.172 0.11 -0.01 -0.07
H 5.137 -2.689 -2.523 0.03 0.02 -0.18
```
Positions in Å, forces in eV/Å.